{
  "formula": "C19H23F4GaIN2O12S2",
  "method": "the ωB97M-V functional and the def2-TZVPD basis",
  "multiplicity": 1,
  "fmax_ev_per_a": 6.87,
  "charge": -1,
  "e_homo_ha": -0.19436,
  "energy_ha": -5168.3734,
  "symbols": ["S", "C", "S", "C", "C", "C", "Ga", "I", "N", "C", "C", "N", "C", "H", "H", "H", "H", "H", "H", "H", "H", "H", "H", "H", "C", "C", "O", "C", "O", "O", "F", "H", "H", "H", "C", "C", "O", "C", "O", "O", "F", "H", "H", "H", "C", "C", "O", "C", "O", "O", "F", "H", "H", "H", "C", "C", "O", "C", "O", "O", "F", "H", "H", "H"],
  "coordinates": [[3.571, -1.593, 5.160], [3.321, -0.216, 4.136], [1.527, 0.363, 3.921], [0.695, -1.106, 3.074], [-0.928, -1.187, 3.305], [-1.768, -0.202, 2.294], [-2.361, 1.579, 3.160], [-4.642, 2.238, 1.953], [4.524, 0.408, 3.462], [4.774, 0.037, 2.007], [6.163, 0.862, 1.690], [6.626, 1.645, 2.915], [5.604, 1.346, 4.003], [1.037, -1.080, 1.955], [1.160, -2.088, 3.563], [-1.248, -2.300, 3.016], [-1.206, -1.064, 4.441], [-2.764, -0.787, 2.008], [-1.205, -0.007, 1.263], [-1.306, 2.728, 2.813], [-2.667, 1.444, 4.728], [4.162, -0.653, 1.275], [6.757, 0.845, 0.662], [5.603, 1.740, 5.108], [-7.041, -0.428, 0.683], [-6.031, -1.475, 0.357], [-6.643, -2.669, 0.791], [-7.981, -2.447, 0.666], [-8.825, -3.328, 0.681], [-8.263, -1.117, 0.513], [-4.899, -1.292, 1.073], [-6.965, -0.073, 1.716], [-6.979, 0.432, 0.011], [-5.791, -1.551, -0.708], [-7.908, 0.509, -4.625], [-7.263, 1.583, -3.818], [-6.618, 0.875, -2.783], [-6.314, -0.340, -3.321], [-5.517, -1.124, -2.833], [-7.005, -0.569, -4.479], [-8.192, 2.393, -3.264], [-8.888, 0.216, -4.235], [-8.017, 0.788, -5.677], [-6.528, 2.179, -4.369], [0.631, -2.141, -1.543], [1.229, -1.672, -2.826], [2.212, -0.750, -2.414], [2.609, -1.181, -1.183], [3.627, -0.810, -0.624], [1.729, -2.085, -0.655], [0.314, -1.014, -3.573], [-0.163, -1.480, -1.180], [0.236, -3.158, -1.616], [1.695, -2.466, -3.420], [9.079, 1.859, -0.994], [8.327, 2.222, -2.229], [9.303, 2.837, -3.040], [10.481, 2.256, -2.679], [11.506, 2.322, -3.336], [10.372, 1.583, -1.493], [7.364, 3.131, -1.958], [9.135, 2.683, -0.275], [8.657, 0.984, -0.493], [7.894, 1.367, -2.759]],
  "forces_ev_per_a": [[-0.2, 3.1, -2.3], [0.5, -2.3, 1.6], [1.6, -0.5, -0.7], [0.3, -2.1, 0.3], [0.0, -0.5, -1.1], [-0.6, -1.4, -0.6], [0.7, -0.4, 0.0], [-0.1, 0.1, -0.1], [1.3, 0.7, -2.1], [4.7, 3.8, 1.6], [-3.4, -1.1, 3.5], [-5.7, -3.8, 0.7], [0.7, -1.4, -4.9], [-1.0, 0.0, 2.0], [-0.8, 2.2, -1.0], [1.0, 2.2, 0.7], [0.7, 0.0, -2.2], [2.1, 1.2, 0.5], [-0.9, -0.6, 2.2], [-0.1, 0.1, 0.0], [-0.1, -0.1, -0.2], [1.1, 1.6, 2.1], [-1.5, 0.1, 2.7], [-0.1, -1.0, -2.7], [0.1, 1.4, 0.1], [1.1, 0.3, 0.1], [-1.1, 0.1, -0.3], [-2.0, -1.7, 0.2], [1.7, 1.9, 0.0], [-0.2, -1.5, -0.1], [0.1, -0.2, -0.1], [0.3, -0.1, -0.2], [-0.1, -0.2, 0.1], [0.1, 0.0, 0.3], [-0.8, -0.2, -1.0], [-0.3, 0.7, 0.5], [0.3, -0.7, -0.7], [1.9, -2.1, 1.1], [-2.0, 1.8, -1.2], [0.7, 0.0, 0.8], [0.0, 0.3, 0.0], [0.1, 0.2, 0.1], [0.1, -0.2, 0.1], [-0.1, 0.1, 0.2], [-1.1, -0.7, 0.4], [-0.5, 0.4, -0.6], [0.4, -0.6, 0.7], [2.0, 0.8, 1.6], [-2.3, -0.9, -1.4], [1.1, 0.7, -0.3], [0.0, 0.0, -0.3], [0.1, 0.1, -0.2], [0.2, 0.1, 0.2], [-0.1, 0.2, -0.1], [-0.2, -0.5, 1.2], [-0.8, 0.5, -0.1], [0.6, -0.7, 0.2], [2.9, 0.1, -1.4], [-2.4, -0.1, 1.6], [0.3, 0.4, -1.1], [-0.2, 0.0, -0.1], [-0.2, 0.0, -0.2], [0.3, 0.1, -0.1], [-0.1, 0.2, 0.0]]
}


{
  "formula": "C2H10N4",
  "method": "the ωB97M-V functional and the def2-TZVPD basis",
  "multiplicity": 1,
  "fmax_ev_per_a": 7.14,
  "relative_energy_ev": 4.6972,
  "e_homo_ha": -0.29156,
  "energy_ha": -301.0555,
  "symbols": ["C", "C", "N", "N", "N", "N", "H", "H", "H", "H", "H", "H", "H", "H", "H", "H"],
  "coordinates": [[-1.220, 0.331, 0.446], [1.768, 0.996, -0.213], [0.963, -0.022, 0.432], [-0.530, -0.294, -0.566], [1.671, -1.202, 0.547], [-2.799, -0.334, 0.037], [-0.482, 0.299, -1.396], [1.154, -1.864, 1.112], [1.912, -1.623, -0.353], [-3.095, -0.127, -0.915], [-2.770, -1.346, 0.135], [-1.400, 1.403, 0.359], [-1.110, -0.018, 1.469], [1.198, 1.924, -0.241], [2.671, 1.163, 0.379], [2.072, 0.714, -1.233]],
  "forces_ev_per_a": [[-6.9, -1.5, -1.3], [0.1, -0.1, -0.3], [-0.7, -0.7, -1.6], [4.9, -0.2, 1.7], [0.0, 0.1, -0.3], [1.1, 1.7, 1.6], [0.2, 0.1, 0.2], [0.0, 0.1, -0.1], [-0.1, 0.1, 0.2], [0.5, 0.1, 0.2], [0.4, 0.3, -0.1], [0.2, 0.0, 0.3], [0.3, 0.0, -0.4], [0.0, 0.0, -0.1], [-0.1, -0.1, 0.0], [0.0, 0.1, 0.1]]
}


{
  "formula": "C7H14N2OPPt",
  "method": "the ωB97M-V functional and the def2-TZVPD basis",
  "multiplicity": 5,
  "fmax_ev_per_a": 2.25,
  "relative_energy_ev": 0.0217,
  "charge": 1,
  "e_homo_ha": [-0.28732, -0.46418],
  "energy_ha": -920.0727,
  "symbols": ["C", "C", "C", "C", "C", "Pt", "P", "H", "H", "H", "H", "H", "H", "H", "H", "C", "N", "C", "N", "O", "H", "H", "H", "H", "H", "H"],
  "coordinates": [[0.611, -0.270, -2.891], [-0.407, -1.253, -3.083], [-0.393, -2.168, -1.984], [0.662, -1.835, -1.134], [1.329, -0.600, -1.617], [0.350, 1.271, -0.979], [-0.344, 3.266, -0.715], [1.000, 0.411, -3.642], [-1.122, -1.260, -3.922], [-1.122, -2.968, -1.808], [2.379, -0.383, -1.457], [0.975, -2.363, -0.224], [-1.376, 3.348, 0.265], [-0.904, 3.843, -1.892], [0.707, 4.127, -0.285], [-1.505, -1.276, 2.715], [-0.309, -0.471, 2.793], [0.226, 0.151, 1.729], [1.345, 0.874, 1.881], [-0.335, 0.050, 0.581], [-1.570, -1.754, 1.732], [-2.400, -0.667, 2.893], [-1.451, -2.034, 3.499], [0.101, -0.279, 3.702], [1.742, 1.315, 1.060], [1.811, 0.926, 2.784]],
  "forces_ev_per_a": [[0.4, 0.5, 0.0], [-1.3, -1.2, 0.3], [-1.3, 0.5, -1.7], [1.5, 0.3, 1.6], [0.6, -0.2, -0.3], [0.9, -1.4, -1.1], [-0.7, 1.3, 0.3], [-0.1, -0.2, 0.0], [0.5, -0.1, 0.6], [0.5, 0.3, -0.3], [0.1, -0.5, -0.2], [-0.3, 0.2, -0.6], [0.4, 0.5, -0.3], [0.2, 0.3, 0.6], [-0.8, 0.1, -0.2], [-0.5, -0.2, 0.2], [0.8, 0.5, -0.1], [-0.6, -0.1, -0.7], [0.2, -0.1, 0.9], [-0.3, -0.3, 1.9], [0.0, 0.1, 0.3], [0.1, -0.2, -0.2], [0.0, 0.0, -0.2], [-0.2, -0.2, -0.4], [0.0, 0.0, 0.1], [-0.1, 0.0, -0.5]]
}